{"formula": "C8H24BrN2O2", "method": "ωB97M-V/def2-TZVPD", "relative_energy_ev": 0.073, "homo_lumo_gap_ev": 8.839, "e_homo_ev": -11.21, "total_charge": 1, "fmax_ev_per_a": 2.17, "species": ["H", "C", "H", "H", "N", "H", "H", "H", "C", "H", "H", "N", "H", "C", "H", "C", "H", "H", "H", "C", "C", "Br", "H", "O", "H", "H", "H", "H", "C", "H", "H", "H", "O", "H", "H", "C", "H"], "positions_angstrom": [[-0.98, -1.89, 0.31], [2.71, 2.89, 0.86], [2.64, 2.24, -0.01], [-1.77, -3.78, -1.14], [1.42, 3.67, 0.78], [-2.78, -1.01, -1.87], [1.33, 4.22, -0.08], [0.56, 3.09, 0.86], [3.88, 3.84, 0.87], [-0.04, -2.28, -2.33], [3.66, 1.51, 2.20], [-1.76, -1.38, -0.10], [-2.65, -3.42, -2.64], [2.70, 2.02, 2.12], [0.57, -0.45, 1.79], [-1.99, -1.69, -1.57], [2.41, -0.52, 1.82], [2.81, 2.72, 2.96], [4.82, 3.44, 1.26], [-2.51, -3.11, -1.60], [-0.72, -1.43, -2.37], [-1.29, 2.10, -0.29], [3.76, 4.74, 1.49], [-3.67, -3.16, -0.80], [-1.73, -0.37, 0.10], [-2.60, -1.70, 0.41], [1.48, 0.26, 0.57], [1.42, 4.38, 1.52], [-4.29, -4.45, -0.89], [-3.59, -5.20, -0.51], [-5.19, -4.45, -0.27], [-4.54, -4.68, -1.92], [1.52, 1.31, 2.34], [4.13, 4.26, -0.11], [-1.01, -1.27, -3.40], [1.51, 0.08, 1.65], [-0.23, -0.53, -2.01]]}

{"formula": "C8H24FO8", "method": "ωB97M-V/def2-TZVPD", "relative_energy_ev": 0.515, "homo_lumo_gap_ev": 9.880, "e_homo_ev": -6.47, "total_charge": -1, "fmax_ev_per_a": 2.32, "species": ["H", "H", "O", "O", "H", "C", "H", "C", "H", "H", "H", "O", "H", "O", "H", "H", "H", "H", "H", "H", "H", "C", "O", "H", "H", "H", "H", "C", "H", "O", "H", "C", "H", "H", "H", "F", "C", "C", "O", "C", "O"], "positions_angstrom": [[0.31, -2.58, 3.10], [0.35, -0.04, 1.94], [2.11, -0.43, -1.65], [0.35, 0.13, 2.89], [-0.55, -0.63, 4.56], [-0.66, -0.61, 3.48], [-3.51, 2.54, 0.67], [-3.40, 0.40, 0.28], [-0.18, 0.61, -1.86], [-4.45, 0.33, -0.01], [-0.83, 2.97, -2.69], [2.37, -2.32, 0.74], [0.97, 2.18, -0.95], [-1.60, 1.92, 1.02], [1.69, -1.64, 0.67], [-1.66, -0.23, 3.24], [-1.26, -2.78, 3.64], [2.41, 1.13, -2.09], [-1.05, 1.19, 0.73], [0.23, 2.37, -3.95], [3.89, -1.15, -0.15], [-0.03, 2.26, -2.89], [2.34, 2.04, -2.41], [-0.71, -1.57, 1.18], [-2.64, 2.12, -0.82], [1.79, -2.52, -1.83], [-1.74, -0.33, -0.46], [-0.67, -2.09, 3.04], [1.18, 3.66, -1.82], [-0.51, 0.95, -2.70], [3.33, -1.87, -2.46], [1.14, 2.58, -1.95], [3.87, -2.95, -0.36], [1.43, -0.51, -0.97], [-3.54, 0.07, 1.32], [0.10, -0.43, 0.11], [3.27, -2.03, -0.32], [2.58, -1.78, -1.67], [-2.68, -0.55, -0.53], [-2.83, 1.82, 0.21], [-1.20, -2.20, 1.72]]}

{"formula": "C8H24N8O16", "method": "ωB97M-V/def2-TZVPD", "relative_energy_ev": 1.157, "homo_lumo_gap_ev": 10.267, "smiles": "C[N+](=O)[O-].C[N+](=O)[O-].C[N+](=O)[O-].C[N+](=O)[O-].C[N+](=O)[O-].C[N+](=O)[O-].C[N+](=O)[O-].C[N+](=O)[O-]", "e_homo_ev": -11.05, "fmax_ev_per_a": 4.19, "species": ["H", "H", "H", "N", "C", "C", "H", "H", "O", "H", "O", "C", "O", "H", "H", "H", "H", "C", "N", "N", "H", "O", "O", "C", "H", "O", "O", "C", "H", "O", "O", "N", "H", "H", "H", "O", "H", "H", "C", "H", "H", "N", "O", "O", "N", "H", "O", "O", "O", "O", "H", "H", "N", "H", "C", "N"], "positions_angstrom": [[0.57, 0.35, -1.93], [1.28, -0.72, -0.73], [2.50, -0.47, -3.85], [-3.75, -3.39, -1.76], [-0.69, 4.83, 1.31], [4.08, 2.99, 1.76], [0.52, 0.59, 3.66], [-1.16, 5.41, 0.52], [0.21, -1.95, -3.37], [-1.05, -3.22, -5.07], [-1.63, -1.04, -2.78], [-1.70, -2.45, -4.66], [1.06, 5.36, 2.65], [2.48, -0.74, -5.62], [4.73, 3.45, 2.51], [-1.12, -2.69, 2.50], [0.06, 4.22, 0.81], [0.93, 0.29, -0.91], [-1.84, -4.69, 2.14], [-0.04, 5.72, 2.30], [-1.10, 0.62, 2.99], [5.06, 0.66, -4.27], [-2.81, -4.10, -1.65], [-0.38, 1.20, 3.58], [1.73, 0.98, -0.64], [2.47, 1.35, 1.99], [-1.50, 0.17, 5.35], [-0.84, -3.72, 2.70], [4.68, 2.43, 1.04], [4.91, -1.40, -4.99], [-4.50, -3.33, -2.72], [3.20, 2.13, 2.59], [-1.88, -1.73, -5.45], [-4.20, -1.41, -0.88], [3.40, 3.71, 1.32], [-2.92, -4.17, 1.82], [2.63, 0.86, -4.90], [-1.38, 4.26, 1.93], [-3.90, -2.42, -0.60], [-4.63, -2.84, 0.09], [-2.61, -2.92, -4.28], [-1.00, -1.78, -3.53], [-0.85, 1.62, 0.04], [-1.52, -5.90, 1.92], [-1.11, 1.23, 4.89], [0.20, -3.99, 2.49], [-0.75, -0.53, 0.45], [-0.69, 6.61, 2.81], [3.31, 2.11, 3.79], [-1.35, 2.33, 5.37], [-0.94, -3.77, 3.78], [-0.29, 2.19, 3.14], [-0.30, 0.46, -0.08], [-2.94, -2.24, -0.12], [2.94, -0.18, -4.80], [4.41, -0.33, -4.68]]}

{"formula": "C8H24O4", "method": "ωB97M-V/def2-TZVPD", "relative_energy_ev": 1.179, "homo_lumo_gap_ev": 10.136, "smiles": "CCO.CCO.CCO.CCO", "e_homo_ev": -9.58, "fmax_ev_per_a": 3.07, "species": ["O", "H", "C", "H", "C", "C", "H", "H", "C", "C", "H", "H", "H", "H", "H", "C", "O", "C", "H", "H", "H", "H", "H", "O", "C", "H", "O", "H", "H", "H", "H", "H", "H", "H", "H", "H"], "positions_angstrom": [[1.94, 17.21, -20.76], [1.97, 20.63, -17.56], [0.47, 19.16, -17.22], [5.14, 16.93, -21.58], [1.16, 20.10, -18.07], [-3.87, 21.58, -18.39], [-4.14, 20.59, -18.00], [1.19, 18.45, -16.82], [-2.08, 19.44, -20.78], [2.98, 16.99, -21.72], [-5.54, 22.63, -17.38], [-0.34, 19.41, -19.99], [-4.34, 21.57, -19.37], [-0.33, 18.63, -17.73], [2.04, 20.20, -19.76], [4.29, 17.27, -20.98], [1.63, 19.48, -19.28], [-4.46, 22.71, -17.50], [-1.68, 19.32, -21.79], [-2.91, 20.15, -20.84], [4.31, 18.35, -20.82], [2.99, 15.93, -22.00], [2.03, 18.06, -20.32], [-1.18, 19.85, -19.82], [-2.61, 18.07, -20.27], [2.88, 17.58, -22.63], [-2.39, 21.58, -18.47], [0.13, 19.68, -16.32], [-2.99, 18.27, -19.27], [-3.96, 22.78, -16.54], [4.26, 16.94, -19.94], [-3.46, 17.69, -20.83], [-4.32, 23.68, -17.96], [0.49, 20.92, -18.31], [-1.86, 17.28, -20.27], [-2.07, 20.80, -18.92]]}

What did the second record say?
{"formula": "C8H24FO8", "method": "ωB97M-V/def2-TZVPD", "relative_energy_ev": 0.515, "homo_lumo_gap_ev": 9.880, "e_homo_ev": -6.47, "total_charge": -1, "fmax_ev_per_a": 2.32, "species": ["H", "H", "O", "O", "H", "C", "H", "C", "H", "H", "H", "O", "H", "O", "H", "H", "H", "H", "H", "H", "H", "C", "O", "H", "H", "H", "H", "C", "H", "O", "H", "C", "H", "H", "H", "F", "C", "C", "O", "C", "O"], "positions_angstrom": [[0.31, -2.58, 3.10], [0.35, -0.04, 1.94], [2.11, -0.43, -1.65], [0.35, 0.13, 2.89], [-0.55, -0.63, 4.56], [-0.66, -0.61, 3.48], [-3.51, 2.54, 0.67], [-3.40, 0.40, 0.28], [-0.18, 0.61, -1.86], [-4.45, 0.33, -0.01], [-0.83, 2.97, -2.69], [2.37, -2.32, 0.74], [0.97, 2.18, -0.95], [-1.60, 1.92, 1.02], [1.69, -1.64, 0.67], [-1.66, -0.23, 3.24], [-1.26, -2.78, 3.64], [2.41, 1.13, -2.09], [-1.05, 1.19, 0.73], [0.23, 2.37, -3.95], [3.89, -1.15, -0.15], [-0.03, 2.26, -2.89], [2.34, 2.04, -2.41], [-0.71, -1.57, 1.18], [-2.64, 2.12, -0.82], [1.79, -2.52, -1.83], [-1.74, -0.33, -0.46], [-0.67, -2.09, 3.04], [1.18, 3.66, -1.82], [-0.51, 0.95, -2.70], [3.33, -1.87, -2.46], [1.14, 2.58, -1.95], [3.87, -2.95, -0.36], [1.43, -0.51, -0.97], [-3.54, 0.07, 1.32], [0.10, -0.43, 0.11], [3.27, -2.03, -0.32], [2.58, -1.78, -1.67], [-2.68, -0.55, -0.53], [-2.83, 1.82, 0.21], [-1.20, -2.20, 1.72]]}

Please write out number 1 again, unchanged.
{"formula": "C8H24BrN2O2", "method": "ωB97M-V/def2-TZVPD", "relative_energy_ev": 0.073, "homo_lumo_gap_ev": 8.839, "e_homo_ev": -11.21, "total_charge": 1, "fmax_ev_per_a": 2.17, "species": ["H", "C", "H", "H", "N", "H", "H", "H", "C", "H", "H", "N", "H", "C", "H", "C", "H", "H", "H", "C", "C", "Br", "H", "O", "H", "H", "H", "H", "C", "H", "H", "H", "O", "H", "H", "C", "H"], "positions_angstrom": [[-0.98, -1.89, 0.31], [2.71, 2.89, 0.86], [2.64, 2.24, -0.01], [-1.77, -3.78, -1.14], [1.42, 3.67, 0.78], [-2.78, -1.01, -1.87], [1.33, 4.22, -0.08], [0.56, 3.09, 0.86], [3.88, 3.84, 0.87], [-0.04, -2.28, -2.33], [3.66, 1.51, 2.20], [-1.76, -1.38, -0.10], [-2.65, -3.42, -2.64], [2.70, 2.02, 2.12], [0.57, -0.45, 1.79], [-1.99, -1.69, -1.57], [2.41, -0.52, 1.82], [2.81, 2.72, 2.96], [4.82, 3.44, 1.26], [-2.51, -3.11, -1.60], [-0.72, -1.43, -2.37], [-1.29, 2.10, -0.29], [3.76, 4.74, 1.49], [-3.67, -3.16, -0.80], [-1.73, -0.37, 0.10], [-2.60, -1.70, 0.41], [1.48, 0.26, 0.57], [1.42, 4.38, 1.52], [-4.29, -4.45, -0.89], [-3.59, -5.20, -0.51], [-5.19, -4.45, -0.27], [-4.54, -4.68, -1.92], [1.52, 1.31, 2.34], [4.13, 4.26, -0.11], [-1.01, -1.27, -3.40], [1.51, 0.08, 1.65], [-0.23, -0.53, -2.01]]}